[1]
{
  "formula": "C10H19BaNO8",
  "method": "wB97M-V/def2-TZVPD",
  "multiplicity": 1,
  "lumo_energy_ev": -1.62,
  "total_charge": 0,
  "orbital_gap_ev": 3.8,
  "elements": ["Ba", "C", "C", "C", "O", "C", "C", "C", "O", "O", "O", "H", "H", "C", "C", "C", "O", "C", "N", "H", "H", "H", "H", "H", "H", "H", "H", "H", "H", "H", "O", "H", "H", "O", "H", "H", "O", "H", "H"],
  "xyz": [[-1.631, 11.260, -17.516], [-0.128, 8.708, -13.538], [-0.410, 9.293, -14.844], [0.413, 8.776, -16.061], [0.197, 9.390, -17.118], [1.398, 7.718, -15.839], [1.486, 7.121, -14.604], [0.726, 7.691, -13.364], [0.855, 7.259, -12.147], [2.307, 6.133, -14.510], [-1.425, 10.029, -15.031], [-0.604, 9.151, -12.676], [1.973, 7.446, -16.711], [1.827, 14.839, -17.602], [0.631, 13.770, -17.903], [0.785, 13.078, -19.320], [-0.266, 12.119, -19.651], [-0.198, 11.537, -21.035], [0.722, 12.660, -16.975], [2.714, 14.637, -18.203], [2.163, 15.031, -16.583], [1.399, 15.793, -17.911], [-0.387, 14.146, -17.799], [1.726, 12.529, -19.330], [0.782, 13.844, -20.096], [-0.992, 12.059, -21.570], [-0.553, 10.508, -20.971], [0.776, 11.596, -21.519], [1.682, 12.405, -17.160], [0.891, 13.300, -16.213], [-2.204, 13.695, -16.275], [-2.834, 14.295, -16.674], [-2.127, 13.995, -15.369], [-3.870, 12.717, -18.851], [-3.940, 13.622, -19.157], [-4.180, 12.191, -19.588], [-2.134, 9.478, -19.274], [-1.840, 8.574, -19.158], [-2.419, 9.523, -20.186]]
}

[2]
{
  "formula": "C10H19BrN2O",
  "method": "wB97M-V/def2-TZVPD",
  "smiles": "[H]/N=[N+](\\[O-])C(C)(C)C.BrC1=CCCCC1",
  "relative_energy_kcal_mol": 28.2,
  "multiplicity": 1,
  "lumo_energy_ev": 0.85,
  "total_charge": 0,
  "orbital_gap_ev": 9.6,
  "elements": ["C", "C", "C", "C", "C", "C", "C", "C", "C", "C", "N", "N", "O", "Br", "H", "H", "H", "H", "H", "H", "H", "H", "H", "H", "H", "H", "H", "H", "H", "H", "H", "H", "H"],
  "xyz": [[0.166, -0.090, -4.181], [1.144, 0.993, -3.364], [-0.566, -0.898, -3.105], [0.173, 2.028, -2.702], [-1.097, -0.048, -1.993], [-0.849, 1.248, -1.780], [-1.323, -0.638, 3.648], [0.963, -1.635, 3.381], [0.703, 0.857, 3.080], [0.020, -0.547, 2.920], [0.878, -0.710, 0.808], [-0.202, -0.661, 1.448], [-1.301, -0.652, 0.863], [-1.802, 2.252, -0.404], [-0.496, 0.252, -4.931], [0.896, -0.795, -4.535], [1.857, 0.509, -2.705], [1.758, 1.368, -4.196], [-1.389, -1.524, -3.430], [0.226, -1.529, -2.766], [0.693, 2.838, -2.078], [-0.291, 2.473, -3.507], [-1.778, -0.575, -1.360], [0.576, -0.857, -0.237], [-1.764, -1.608, 3.715], [-1.298, 0.010, 4.525], [-2.024, -0.156, 2.896], [1.442, -1.251, 4.353], [1.711, -1.912, 2.728], [0.411, -2.484, 3.603], [0.881, 1.142, 4.068], [1.567, 0.782, 2.504], [0.114, 1.817, 2.733]]
}

[3]
{
  "formula": "C10H19CrF6N2O8S2",
  "method": "wB97M-V/def2-TZVPD",
  "relative_energy_kcal_mol": 18.1,
  "multiplicity": 5,
  "lumo_energy_ev": [1.78, 1.75],
  "total_charge": -1,
  "orbital_gap_ev": [3.2, 3.2],
  "elements": ["Cr", "C", "F", "F", "F", "S", "O", "O", "N", "S", "O", "O", "C", "F", "F", "F", "O", "C", "C", "O", "H", "H", "H", "H", "C", "O", "C", "C", "N", "C", "C", "O", "C", "H", "H", "H", "H", "H", "H", "H", "H", "H", "H", "H", "H", "H", "H", "H"],
  "xyz": [[0.121, -0.056, 0.535], [1.527, 1.133, -3.199], [1.644, -0.108, -3.647], [2.509, 1.299, -2.325], [1.663, 1.989, -4.205], [-0.208, 1.364, -2.489], [-0.091, 2.450, -1.539], [-1.066, 1.576, -3.602], [-0.471, 0.038, -1.468], [-1.179, -1.080, -2.380], [-0.857, -1.055, -3.770], [-1.031, -2.339, -1.712], [-3.050, -0.741, -2.291], [-3.664, -1.641, -3.048], [-3.475, -0.840, -1.028], [-3.348, 0.468, -2.754], [1.422, -1.561, 0.897], [2.187, -2.013, -0.192], [2.995, -3.323, -0.021], [3.497, -3.597, 1.220], [2.885, -1.213, -0.547], [1.558, -2.012, -1.105], [3.821, -3.355, -0.768], [2.322, -4.181, -0.266], [2.980, 1.721, 0.532], [1.772, 1.335, 1.172], [1.298, 2.312, 2.092], [-0.124, 1.920, 2.457], [-0.931, 1.678, 1.254], [-2.312, 1.313, 1.632], [-2.393, -0.137, 2.119], [-1.660, -1.018, 1.287], [-2.105, -2.360, 1.439], [2.750, 2.520, -0.180], [3.349, 0.859, -0.017], [3.728, 2.066, 1.248], [1.301, 3.324, 1.677], [1.891, 2.168, 2.999], [-0.581, 2.750, 3.021], [-0.069, 1.188, 3.265], [-1.021, 2.556, 0.752], [-3.044, 1.390, 0.825], [-2.668, 2.036, 2.376], [-3.432, -0.421, 2.296], [-1.932, -0.174, 3.118], [-3.152, -2.509, 1.177], [-1.822, -2.746, 2.421], [-1.533, -2.975, 0.744]]
}

[4]
{
  "formula": "C10H19N2",
  "method": "wB97M-V/def2-TZVPD",
  "smiles": "C\\C=N/C(C)=C\\C=C\\[N+](C)(C)C",
  "relative_energy_kcal_mol": 113.2,
  "multiplicity": 1,
  "lumo_energy_ev": -3.18,
  "total_charge": 1,
  "orbital_gap_ev": 8.3,
  "elements": ["C", "C", "C", "C", "C", "C", "C", "C", "C", "C", "N", "N", "H", "H", "H", "H", "H", "H", "H", "H", "H", "H", "H", "H", "H", "H", "H", "H", "H", "H", "H"],
  "xyz": [[-0.838, -1.461, -0.473], [0.584, -1.148, -0.348], [-1.942, -0.716, -0.162], [1.122, -0.079, 0.200], [-2.982, 1.223, 0.706], [-3.269, -1.481, -0.451], [-4.270, 1.481, 0.052], [2.971, 0.870, 1.362], [2.862, 0.981, -1.110], [3.284, -1.074, 0.028], [-1.976, 0.456, 0.589], [2.614, 0.209, 0.168], [-0.945, -2.338, -1.008], [1.178, -1.968, -0.481], [0.505, 0.651, 0.607], [-2.953, 1.851, 1.584], [-4.044, -0.703, -0.625], [-3.527, -1.886, 0.572], [-3.286, -2.172, -1.295], [-4.990, 0.713, 0.282], [-4.130, 1.381, -1.046], [-4.448, 2.460, 0.270], [2.656, 1.877, 1.436], [2.698, 0.403, 2.281], [4.066, 1.019, 1.410], [2.665, 0.590, -2.157], [2.232, 1.956, -1.132], [3.881, 1.384, -1.273], [3.003, -1.521, -0.958], [4.392, -1.087, 0.275], [2.886, -1.872, 0.696]]
}